Entry 1:
Computed, not measured: a molecular structure, C24H45BiClO4P2 at a distorted geometry, with wB97M-V/def2-TZVPD.

The geometry in XYZ format:
```
77
Properties=species:S:1:pos:R:3
H 1.4768 3.1240 0.1750
H 2.6617 1.0364 0.5659
C 1.6525 3.1677 -2.0316
C 0.0222 1.3174 -2.8529
H 3.5587 -0.3848 -1.1510
O -4.3116 0.5137 1.9278
H -1.9868 -2.0936 -4.3488
H 0.5418 -3.4888 -1.2388
H 4.3458 -3.5908 0.7649
O -3.1044 -1.4228 2.7913
C 3.2406 -0.8360 3.2110
H 2.7649 -0.6473 -3.2877
H 0.0872 -4.0068 2.3176
H 0.4131 0.3350 3.4147
C -4.3916 -0.0935 -2.2393
H -2.3906 2.3740 4.0737
H 2.6180 1.0765 -3.5666
O -4.4451 -1.5980 0.7677
C 0.8786 0.1646 -2.6836
C 0.1574 -0.7425 3.3547
C 2.3799 0.2860 -2.8440
C 0.1622 3.0387 3.0100
C -0.5228 -3.3824 1.6444
H -4.9792 -0.3554 -3.1272
C 2.2969 -1.4725 2.2510
H 0.3887 -1.1692 4.3499
C 4.1077 -2.5192 0.6515
H 1.0775 2.7328 -4.0865
H 2.7040 -0.5110 4.1107
C 3.1424 0.5611 -1.5386
H 3.7274 0.0465 2.7636
H -3.3389 -3.1732 -2.2553
H 4.8178 -1.9420 1.2580
H -0.9748 1.1349 -3.2722
H 4.0245 -1.5480 3.5047
H -0.2017 3.4311 -3.1175
C -2.9786 -2.4040 -1.5553
H 2.6681 3.1122 -2.4630
H -0.0233 2.6661 4.0253
H -0.8518 -4.0073 0.8048
H -3.6905 -1.5065 -4.5297
P -2.7259 -0.8178 -2.4178
H -2.2987 -0.3824 -4.7396
H 1.4670 4.2416 -1.8487
H -4.2755 0.9980 -2.1577
C 0.6153 2.6907 -3.0839
H -3.7029 -2.2505 -0.7259
H -2.0166 -2.6936 -1.1076
Cl -3.4834 -0.6927 1.5294
C 0.3253 -2.2084 1.1356
C -2.6776 -1.2561 -4.1913
H -3.4686 1.9861 2.6985
H 4.2665 -2.2625 -0.4098
C 1.6024 -2.6942 0.4264
H -2.3216 4.1489 0.3535
P -1.2768 2.6484 1.9356
C 1.5677 -3.4232 -0.8513
H -3.1160 3.7169 3.1167
C -1.4387 4.2196 1.0021
Bi 0.0109 0.7253 -0.5727
H 1.9556 -4.4484 -0.7279
H 1.0604 2.5420 2.6163
H -4.8445 -0.4763 -1.3115
H 0.3300 4.1245 3.0207
C 0.9386 -1.4338 2.3150
C -2.7029 2.6988 3.0708
C 1.6400 2.4710 -0.6928
C 2.3154 1.2215 -0.4604
H 2.1974 -2.9353 -1.6147
H -1.4043 -3.0204 2.1891
H -1.5558 5.0466 1.7145
H -0.5597 4.3887 0.3651
H -0.9288 -0.8331 3.2008
H 0.4686 -0.8218 -2.9194
O -0.4005 -1.4021 0.2868
C 2.7055 -2.2435 1.0778
H 4.0071 1.2048 -1.7701
```

Computed properties:
LUMO level (alpha / beta) = -0.197 / -0.257 Ha
Frontier orbital gap (alpha / beta) = 0.17932 / 0.11901 Eh
Total charge = +1
F_max = 0.077 hartree/bohr
E_HOMO (alpha / beta) = -10.23 / -10.24 eV
Total energy = -70728.889 eV
ΔE to the lowest compared entry with this formula, charge and spin = 379.5 kJ/mol

Entry 2:
Computed, not measured: C4H6F2O in the gas phase at a distorted geometry, with wB97M-V/def2-TZVPD.

The geometry in XYZ format:
```
13
Properties=species:S:1:pos:R:3
F -1.9374 -0.7636 0.3489
H -0.3770 -0.7332 1.6325
H 0.6251 2.0896 1.6104
H 1.2821 2.2973 0.0700
C 0.3929 -0.8266 -0.4094
C 0.0391 0.5616 -0.0552
H 1.8503 0.9308 0.9745
O 1.7053 -1.3904 -0.2010
H -0.0515 -1.2167 -1.4023
C -0.6306 -0.5321 0.6343
H 2.3357 -0.6845 -0.4704
F -0.7202 1.2308 -1.0371
C 0.9671 1.5029 0.7281
```

Computed properties:
LUMO level = 0.025 Ha
Frontier orbital gap = 0.41116 Eh
Total charge = 0
F_max = 0.063 hartree/bohr
E_HOMO = -10.50 eV
Total energy = -11725.781 eV
ΔE to the lowest compared entry with this formula, charge and spin = 182.1 kJ/mol

Entry 3:
Computed, not measured: 2 unconnected molecules or ions with the total composition C4H11NO2 at a distorted geometry, with wB97M-V/def2-TZVPD.

The geometry in XYZ format:
```
18
Properties=species:S:1:pos:R:3
C 0.2636 0.8288 -2.7903
H -1.5803 -0.6693 0.9032
O -1.1403 -0.4070 -1.2597
H -0.2923 0.4247 -3.6307
H 0.5181 -1.7477 0.3650
O -0.3941 1.5754 -0.6525
H 0.6305 0.3402 2.5765
H 1.5877 -0.3542 0.4559
C 0.1112 -0.4663 2.0533
C 1.0699 -1.0997 1.0513
N -1.1088 0.0483 1.4471
H -0.6529 1.1443 0.2167
H 1.2482 0.3693 -2.7507
H 1.7653 -1.7508 1.5726
H 0.3915 1.8876 -2.9738
H -1.7514 0.4955 2.1058
H -0.1756 -1.2017 2.8228
C -0.4903 0.5828 -1.5124
```

Computed properties:
LUMO level (alpha / beta) = -0.112 / -0.343 Ha
Frontier orbital gap (alpha / beta) = 0.49229 / 0.20444 Eh
2S+1 = 2
Total charge = +1
Expectation value of S² = 0.758
F_max = 0.032 hartree/bohr
E_HOMO (alpha / beta) = -16.44 / -14.90 eV
Total energy = -9902.668 eV
ΔE to the lowest compared entry with this formula, charge and spin = 31.6 kJ/mol

Entry 4:
Computed, not measured: 2 unconnected molecules or ions with the total composition C4H6N9 at a distorted geometry, with wB97M-V/def2-TZVPD.

The geometry in XYZ format:
```
19
Properties=species:S:1:pos:R:3
N 2.4057 0.9960 -0.0853
H -2.8620 1.8680 -0.8033
C -0.4631 -0.2973 -0.2542
H -0.8053 0.9105 -1.8861
N -2.3696 1.0841 -0.3930
H -0.3950 -1.6062 1.2716
H 2.1524 -1.5398 -1.8106
N 2.5653 -0.8936 -1.1342
C 3.6430 -1.2134 -0.3531
H -1.8114 -0.7497 1.1072
C -3.3661 0.2732 -0.2422
N -4.1821 -0.4779 0.0290
C 1.8742 2.1675 0.1761
N 1.8881 0.1810 -0.9228
N 4.4697 -1.3367 0.4308
N -1.0484 0.7506 -0.8901
H 3.4945 0.8158 0.0617
N -0.9512 -1.0501 0.7236
N 1.3397 3.1035 0.5909
```

Computed properties:
LUMO level (alpha / beta) = -0.231 / -0.222 Ha
Frontier orbital gap (alpha / beta) = 0.23761 / 0.26372 Eh
Total charge = +1
F_max = 0.104 hartree/bohr
E_HOMO (alpha / beta) = -12.76 / -13.22 eV
Total energy = -17640.389 eV
ΔE to the lowest compared entry with this formula, charge and spin = 304.0 kJ/mol